(1)
This record from OMol25 describes a structure of composition C36H50Cl2CrN3O2SSi at a distorted geometry. The level of theory is the ωB97M-V functional and the def2-TZVPD basis.

The geometry in XYZ format:
```
96
Properties=species:S:1:pos:R:3
Cr 0.99517 0.31080 -0.54549
C 1.95298 1.31374 5.50640
C 2.91582 2.03527 4.56434
N 3.24729 1.26159 3.34953
C 4.48118 0.46231 3.36204
C 4.25086 -1.02233 3.64843
C 2.39496 1.24724 2.31000
S 2.90770 0.42700 0.88099
N 1.26035 1.95310 2.50744
C 0.25883 2.08624 1.68145
O 0.04839 1.45709 0.61873
C -0.79973 3.07278 2.06836
C -0.76561 3.72110 3.30012
C -1.77966 4.59859 3.65734
C -2.83278 4.84108 2.78445
C -2.86524 4.20496 1.54978
C -1.85219 3.32300 1.19408
H 1.75289 1.93095 6.38800
H 2.37330 0.36253 5.84277
H 1.01118 1.11689 4.99347
H 3.85135 2.24534 5.07592
H 2.47833 2.97586 4.24969
H 5.12880 0.88630 4.12682
H 4.97966 0.57628 2.40161
H 3.82031 -1.17175 4.64366
H 5.20724 -1.55607 3.60401
H 3.57864 -1.45690 2.90585
H 0.06213 3.51898 3.97124
H -1.75372 5.09391 4.62181
H -3.62832 5.52381 3.06654
H -3.68393 4.39105 0.86383
H -1.87134 2.81683 0.23662
C 0.35623 -1.22434 0.80308
Si -1.11973 -2.15888 0.23200
C -0.56312 -2.65964 -1.49839
N -0.30308 -1.46665 -2.34316
C 0.64026 -1.79607 -3.43853
C -0.03516 -2.51101 -4.60229
C -1.06793 -1.56830 -5.27038
C -1.44265 -0.42039 -4.32074
C -1.59638 -0.94972 -2.90332
C -2.73607 -1.21455 0.17490
C -2.89033 0.01037 0.83203
C -4.10009 0.70240 0.79214
C -5.17660 0.17593 0.08993
C -5.04721 -1.05184 -0.55808
C -3.84086 -1.73768 -0.50788
C -1.46151 -3.77083 1.14878
C -0.49166 -4.78401 1.16500
C -0.71829 -5.99362 1.81350
C -1.92618 -6.21657 2.46926
C -2.89798 -5.22296 2.47800
C -2.66520 -4.01285 1.82631
H 1.17633 -1.94988 0.89283
H 0.21209 -0.78748 1.79705
H -1.23872 -3.36859 -2.00494
H 0.38850 -3.18460 -1.34080
H 1.44607 -2.39587 -3.01587
H 1.08677 -0.87537 -3.78725
H -0.52327 -3.42227 -4.24182
H 0.72712 -2.82322 -5.31923
H -1.96918 -2.12838 -5.53152
H -0.66123 -1.15584 -6.19734
H -2.38636 0.03627 -4.63278
H -0.67974 0.36110 -4.34641
H -2.33690 -1.76225 -2.92985
H -2.00013 -0.18731 -2.24412
H -2.05375 0.43211 1.38300
H -4.19930 1.64801 1.31449
H -6.11764 0.71325 0.05483
H -5.88959 -1.47221 -1.09651
H -3.75613 -2.70206 -1.00891
H 0.46208 -4.62669 0.65961
H 0.04447 -6.76510 1.80668
H -2.10742 -7.16033 2.97000
H -3.84194 -5.38951 2.98948
H -3.43508 -3.24386 1.84195
Cl -0.65048 2.30122 -2.14665
C -1.66379 3.35841 -3.12975
Cl -0.85707 3.82640 -4.62711
H -1.86444 4.24542 -2.55246
H -2.56477 2.81946 -3.37615
C 2.75377 1.48703 -4.14251
C 3.06484 1.30128 -2.66222
C 3.26597 2.68432 -2.03784
C 4.32788 0.45912 -2.50502
O 1.94622 0.62687 -2.06729
H 3.52151 2.10329 -4.62090
H 1.78412 1.98182 -4.25662
H 2.71394 0.52001 -4.65447
H 4.04146 3.24889 -2.56692
H 3.55505 2.58995 -0.99406
H 2.32825 3.24384 -2.09111
H 5.18575 0.94619 -2.98121
H 4.17367 -0.52286 -2.96389
H 4.54979 0.31306 -1.44836
```

As for the total energy: -118890.2543 eV. The value obtained for the LUMO energy (alpha / beta) is 0.059 / -0.073 eV. For the HOMO energy (alpha / beta), the calculation gives -7.8 / -7.9 eV. The spin multiplicity is 4. Its expectation value of S² is 3.8239.

(2)
This record from OMol25 describes a cluster of 2 separate species, C36H52Cl2N2O4 in total at a distorted geometry. The level of theory is the ωB97M-V functional and the def2-TZVPD basis.

The geometry in XYZ format:
```
96
Properties=species:S:1:pos:R:3
C 7.73278 1.55306 0.54268
C 7.35689 0.88660 -0.87607
C 5.75359 0.89962 -1.16946
C 5.45732 0.49221 -2.69795
C 4.67006 -0.89433 -2.89568
C 3.41001 -1.10015 -1.93870
C 2.13919 -0.17979 -2.10869
C 0.85030 -0.34483 -1.21174
C 0.79427 -1.45608 -0.09789
C -0.52779 -1.56427 0.80022
C -0.59406 -0.19566 1.69991
C -2.15737 0.03836 2.02748
C 2.05476 -2.39704 0.06049
C 1.90624 -3.54507 1.18627
N 2.02953 -3.03581 2.58493
C 3.35354 -2.21831 -0.82057
C 4.60278 -3.21440 -0.53328
Cl 6.18977 -2.26990 -0.27451
C 4.73347 -4.34043 -1.68600
C 3.27321 -4.60523 -2.36000
Cl 5.14146 -5.94508 -0.82028
C -0.39504 0.64397 -1.49957
O -1.58600 0.25278 -1.40995
C -0.01277 2.14644 -1.95582
C -0.87212 3.41472 -1.51651
C -2.41467 3.37222 -1.95215
C -3.33189 4.24202 -0.91701
C -3.74987 3.41858 0.39537
N -4.95411 2.53999 0.20211
C -5.37636 1.42235 1.06424
C -6.66083 0.72468 0.54912
C -7.08969 1.49219 -0.75067
C -5.98028 2.57588 -0.82887
C 1.15835 2.28434 -2.77941
C 1.66797 3.70334 -3.36034
C 0.92741 3.97882 -4.78259
C 2.07339 1.01457 -3.19750
O 2.67745 0.99453 -4.30062
H 8.84847 1.38068 0.80438
H 7.14415 1.11067 1.42921
H 7.58919 2.69345 0.56454
H 7.87297 1.54025 -1.68032
H 7.80649 -0.16227 -0.94918
H 5.16079 0.31518 -0.38929
H 5.45559 2.01622 -1.06447
H 6.49449 0.34414 -3.19694
H 4.97990 1.36701 -3.28668
H 4.26524 -0.90212 -3.98217
H 5.38405 -1.80442 -2.84968
H -0.51876 -2.42080 1.55452
H -1.47864 -1.69336 0.15986
H 0.02284 -0.39804 2.66037
H -0.09222 0.67044 1.15194
H -2.29920 1.05300 2.53190
H -2.44032 -0.76125 2.81060
H -2.80538 -0.09521 1.07809
H 0.82404 -3.94528 1.05975
H 2.57878 -4.46235 0.97655
H 2.05813 -2.00938 2.63630
H 1.20451 -3.39294 3.09546
H 4.45987 -3.79635 0.45509
H 5.52958 -4.12015 -2.47129
H 3.26499 -5.60294 -2.94353
H 2.96361 -3.75806 -3.05941
H 2.48440 -4.72464 -1.52405
H -0.45007 4.42195 -1.85586
H -0.85718 3.44177 -0.35685
H -2.88459 2.33205 -1.97462
H -2.62233 3.83729 -2.99166
H -4.27027 4.67050 -1.42256
H -2.68449 5.12789 -0.54946
H -4.02211 4.11506 1.28118
H -2.92186 2.72314 0.79445
H -4.89456 1.03679 2.02015
H -7.24178 -0.16900 0.94522
H -7.97460 1.30023 -1.45576
H -6.01450 3.33845 -1.67103
H 1.49187 4.57467 -2.64619
H 2.79551 3.65324 -3.61543
H 0.80551 3.02777 -5.41159
H -0.13370 4.40928 -4.64698
H 1.50053 4.76584 -5.40200
O -4.78881 0.32705 4.16554
C -5.24343 -0.77277 4.39797
O -6.19018 -0.92618 5.34206
C -6.92668 -2.13768 5.56113
C -6.16786 -3.07730 6.47679
C -4.69638 -1.99359 3.71169
H -7.20308 -2.60632 4.61340
H -7.86152 -1.84449 6.04388
H -5.21726 -3.38658 6.03770
H -6.75950 -3.97127 6.68631
H -5.93338 -2.58054 7.42194
H -3.80859 -2.33847 4.24398
H -4.42017 -1.71744 2.69163
H -5.41291 -2.80763 3.62249
```

As for the total energy: -74378.5011 eV. The value obtained for the LUMO energy is -1.187 eV. For the HOMO energy, the calculation gives -7.5 eV. As for the SMILES: CCCCCc1c2c(c(CCC)c(CN)c1[C@H](Cl)[C@H](C)Cl)C(=O)C(CCCCn1cccc1)=C(CC)C2=O.CCOC(C)=O.